1.
Density functional theory data (wB97M-V/def2-TZVPD) for a 2-piece molecular cluster, CH6FN3 overall in a non-equilibrium geometry.

Output
**Maximum force**: 4.09 eV/Å
**DFT total energy**: -8321.1384 eV
**LUMO level**: 0.0247 hartree

Last column: Löwdin charge in e.
Cartesian coordinates (Å):
1 C 0.09 -0.05 -0.06  -0.538
2 N 0.25 0.96 -0.95  0.177
3 N 0.79 0.08 1.14  0.121
4 N -0.22 -1.20 -0.60  0.178
5 F -1.83 0.57 0.86  -0.602
6 H 0.34 1.81 -0.56  0.061
7 H -0.45 0.83 -1.65  0.110
8 H 1.12 1.03 1.56  0.160
9 H 0.20 -0.32 1.82  0.075
10 H -0.34 -2.11 -0.12  0.158
11 H -0.82 -1.15 -1.37  0.099



2.
Density functional theory data (wB97M-V/def2-TZVPD) for CH6N2O2 in the gas phase in a non-equilibrium geometry.

Output
**Maximum force**: 2.42 eV/Å
**DFT total energy**: -8204.0833 eV
**SMILES**: CNNOO
**LUMO level**: 0.0330 hartree

Last column: Löwdin charge in e.
Cartesian coordinates (Å):
1 C -0.90 -0.17 -0.26  -0.121
2 N -0.27 1.10 -0.34  -0.140
3 N 0.95 1.26 0.28  -0.045
4 O 2.05 0.43 -0.30  -0.158
5 O 1.86 -0.91 0.24  -0.095
6 H -1.91 -0.15 -0.58  0.074
7 H -0.33 -0.96 -0.70  0.057
8 H -0.78 -0.41 0.78  0.077
9 H -0.17 1.53 -1.28  0.134
10 H 0.92 0.78 1.21  0.124
11 H 2.09 -1.57 -0.44  0.093